[1]
{
  "formula": "C20H46OP4RuS",
  "method": "ωB97M-V/def2-TZVPD",
  "homo_lumo_gap_ev": [6.60, 3.75],
  "e_lumo_ev": [-12.72, -15.78],
  "spin_multiplicity": 5,
  "largest_force_ha_per_bohr": 0.098,
  "energy_ha": -2721.7103,
  "s_squared": 6.040,
  "total_charge": 4,
  "symbols": ["Ru", "P", "P", "P", "H", "C", "C", "H", "C", "C", "C", "C", "C", "C", "C", "C", "C", "H", "H", "H", "H", "H", "H", "H", "H", "H", "H", "H", "H", "H", "H", "H", "H", "H", "H", "H", "H", "H", "H", "H", "H", "H", "H", "H", "H", "H", "C", "C", "C", "C", "C", "C", "S", "H", "H", "H", "H", "H", "H", "C", "P", "C", "C", "O", "H", "H", "H", "H", "H", "H", "H", "H", "H"],
  "xyz": [[-0.82, 0.63, -0.58], [-2.14, 2.36, -0.14], [-1.75, -1.02, 1.00], [1.34, 1.34, -0.68], [-0.90, -4.03, -1.42], [0.11, -4.12, -1.86], [1.25, -3.62, -1.37], [1.14, -2.78, -0.65], [-2.91, 2.73, -1.74], [-3.47, 2.13, 1.11], [-1.23, 3.88, 0.28], [-1.06, -2.73, 1.40], [-2.15, -0.65, 2.78], [-3.37, -1.73, 0.45], [2.63, 0.23, -1.43], [1.91, 1.80, 0.96], [1.44, 2.78, -1.84], [0.10, -4.62, -2.83], [2.28, -3.85, -1.69], [-3.12, 3.79, -1.93], [-3.83, 2.16, -1.85], [-2.21, 2.39, -2.51], [-4.15, 2.99, 1.22], [-3.00, 1.93, 2.09], [-4.10, 1.27, 0.82], [-1.85, 4.79, 0.40], [-0.49, 4.11, -0.51], [-0.67, 3.72, 1.22], [-1.88, -3.46, 1.56], [-0.48, -2.75, 2.34], [-0.44, -3.12, 0.58], [-3.17, -0.24, 2.90], [-1.38, 0.01, 3.20], [-2.11, -1.60, 3.35], [-3.58, -2.65, 1.03], [-3.36, -1.96, -0.63], [-4.17, -1.02, 0.69], [3.61, 0.73, -1.57], [2.32, -0.16, -2.42], [2.79, -0.66, -0.79], [2.04, 2.89, 1.03], [2.85, 1.33, 1.25], [1.17, 1.52, 1.73], [1.99, 2.47, -2.74], [1.93, 3.65, -1.39], [0.45, 3.12, -2.18], [0.13, -0.67, -4.54], [-0.07, -0.35, -5.92], [0.58, -1.05, -6.92], [1.54, -2.02, -6.63], [1.84, -2.25, -5.28], [1.17, -1.60, -4.24], [-0.84, 0.16, -3.44], [-0.67, 0.84, 0.99], [-0.76, 0.46, -6.17], [0.32, -0.85, -7.95], [1.99, -2.63, -7.42], [2.56, -3.03, -5.05], [1.41, -1.85, -3.22], [2.93, 1.14, 4.43], [1.32, 0.34, 4.45], [1.56, -1.42, 4.01], [0.74, 0.31, 6.17], [0.32, 1.04, 3.56], [3.60, 0.59, 3.77], [3.33, 1.16, 5.44], [2.79, 2.16, 4.05], [2.34, -1.88, 4.64], [0.61, -1.98, 4.16], [1.86, -1.49, 2.95], [0.23, 1.27, 6.36], [0.03, -0.52, 6.29], [1.59, 0.18, 6.86]],
  "mulliken_spin": [0.99, -0.05, 0.06, 0.03, 0.00, 0.00, 0.00, 0.00, 0.01, 0.02, 0.03, 0.00, 0.03, 0.02, 0.01, 0.05, 0.02, 0.00, 0.00, 0.00, 0.00, -0.01, 0.00, 0.00, -0.01, 0.00, 0.00, 0.00, 0.00, 0.00, 0.00, 0.00, -0.01, 0.00, 0.00, 0.01, 0.01, 0.00, 0.00, 0.00, 0.00, 0.00, -0.01, 0.00, 0.01, -0.01, 0.19, 0.11, 0.04, 0.21, 0.11, 0.06, 1.17, -0.01, -0.01, 0.01, 0.00, 0.01, -0.04, 0.09, -0.02, 0.00, 0.14, 0.72, 0.01, 0.00, 0.00, 0.00, 0.00, 0.00, 0.00, 0.01, 0.01]
}

[2]
{
  "formula": "C20H47ClO2P2Ru",
  "method": "ωB97M-V/def2-TZVPD",
  "homo_lumo_gap_ev": [3.22, 3.92],
  "e_lumo_ev": [0.00, -2.39],
  "spin_multiplicity": 5,
  "largest_force_ha_per_bohr": 0.056,
  "e_above_lowest_kj_mol": 258.46,
  "energy_ha": -2178.2916,
  "s_squared": 6.019,
  "total_charge": 0,
  "symbols": ["Ru", "P", "C", "C", "C", "C", "H", "C", "H", "H", "H", "H", "H", "H", "H", "C", "C", "H", "H", "H", "H", "H", "H", "C", "H", "C", "H", "H", "H", "H", "H", "H", "Cl", "H", "H", "P", "C", "C", "C", "C", "H", "C", "H", "H", "H", "H", "H", "H", "H", "C", "C", "H", "H", "H", "H", "H", "H", "C", "H", "C", "H", "H", "H", "H", "H", "H", "C", "C", "O", "O", "H", "H", "H"],
  "xyz": [[1.60, 0.08, 0.35], [1.38, 2.20, 1.21], [-0.09, 3.13, 1.79], [2.62, 2.17, 2.57], [2.03, 3.30, -0.11], [-1.23, 2.20, 2.22], [-0.41, 3.66, 0.89], [0.23, 4.16, 2.88], [0.35, 3.69, 3.87], [-0.62, 4.85, 2.95], [1.13, 4.76, 2.68], [-1.55, 1.56, 1.39], [-2.08, 2.82, 2.52], [-0.95, 1.56, 3.06], [1.16, 3.33, -0.79], [3.20, 2.70, -0.88], [2.31, 4.72, 0.37], [1.41, 5.23, 0.70], [2.71, 5.29, -0.49], [3.07, 4.75, 1.17], [3.10, 1.61, -1.00], [4.16, 2.93, -0.41], [3.19, 3.14, -1.89], [2.06, 1.54, 3.86], [2.88, 3.22, 2.75], [3.84, 1.37, 2.08], [1.28, 2.13, 4.35], [2.89, 1.44, 4.57], [1.67, 0.54, 3.65], [3.53, 0.45, 1.54], [4.41, 1.06, 2.97], [4.49, 1.97, 1.44], [1.02, -1.62, 1.82], [0.80, 0.40, 1.68], [0.47, 1.08, -0.25], [-2.57, -2.17, -1.26], [-2.70, -1.45, -2.91], [-1.75, -3.79, -1.11], [-3.79, -1.63, -0.04], [-1.46, -0.55, -3.16], [-3.59, -0.80, -2.84], [-2.94, -2.48, -4.02], [-2.06, -3.12, -4.18], [-3.15, -1.93, -4.95], [-3.81, -3.11, -3.80], [-1.42, 0.28, -2.44], [-1.53, -0.13, -4.16], [-0.52, -1.11, -3.08], [-4.00, -0.59, -0.37], [-3.20, -1.56, 1.38], [-5.10, -2.42, -0.15], [-5.59, -2.26, -1.11], [-5.79, -2.08, 0.64], [-4.93, -3.50, -0.03], [-2.14, -1.28, 1.37], [-3.30, -2.52, 1.90], [-3.74, -0.79, 1.95], [-0.35, -3.78, -1.75], [-2.42, -4.45, -1.69], [-1.67, -4.31, 0.34], [-0.35, -3.46, -2.79], [0.05, -4.80, -1.72], [0.33, -3.13, -1.17], [-1.05, -3.65, 0.96], [-1.18, -5.29, 0.32], [-2.65, -4.43, 0.81], [3.38, -1.80, -2.95], [3.00, -1.34, -1.56], [3.46, -1.83, -0.52], [2.11, -0.36, -1.56], [4.25, -2.46, -2.89], [3.61, -0.96, -3.61], [2.54, -2.36, -3.38]],
  "mulliken_spin": [2.52, -0.18, 0.07, 0.01, 0.00, -0.19, 0.04, 0.01, 0.00, 0.00, 0.00, 0.15, 0.00, 0.01, -0.02, 0.04, 0.02, 0.00, 0.00, 0.00, 0.01, 0.00, -0.01, 0.01, 0.02, -0.02, 0.00, 0.00, 0.00, 0.04, -0.01, -0.03, 0.17, -0.06, 0.34, 0.38, 0.14, 0.13, 0.14, 0.12, 0.01, 0.03, 0.00, 0.00, 0.00, 0.02, 0.00, -0.01, 0.01, 0.06, 0.04, 0.00, 0.00, 0.00, -0.02, 0.01, 0.00, 0.03, 0.03, 0.01, 0.00, 0.00, 0.00, 0.00, 0.00, 0.00, 0.00, 0.01, 0.01, -0.06, 0.00, 0.00, 0.00]
}

[3]
{
  "formula": "C20H47FeN6O7",
  "method": "ωB97M-V/def2-TZVPD",
  "homo_lumo_gap_ev": [2.57, 3.43],
  "e_lumo_ev": [-3.34, -7.63],
  "spin_multiplicity": 9,
  "largest_force_ha_per_bohr": 0.146,
  "e_above_lowest_kj_mol": 533.40,
  "energy_ha": -2908.4327,
  "s_squared": 20.021,
  "total_charge": 1,
  "symbols": ["Fe", "C", "C", "O", "H", "H", "H", "H", "H", "C", "O", "N", "C", "C", "H", "H", "H", "H", "H", "H", "H", "C", "O", "N", "C", "C", "H", "H", "H", "H", "H", "H", "H", "C", "O", "N", "C", "C", "H", "H", "H", "H", "H", "H", "H", "C", "O", "N", "C", "C", "H", "H", "H", "H", "H", "H", "H", "C", "O", "N", "C", "C", "H", "H", "H", "H", "H", "H", "H", "C", "O", "N", "C", "C", "H", "H", "H", "H", "H", "H", "H"],
  "xyz": [[3.95, 1.41, -1.73], [0.26, -0.19, -0.48], [0.83, 0.47, -1.65], [2.12, 0.22, -2.02], [-0.70, 0.10, -0.06], [0.99, -0.45, 0.29], [0.02, -1.21, -0.78], [0.79, 1.48, -1.24], [0.22, 0.37, -2.55], [0.13, 2.72, 2.32], [0.56, 2.14, 3.27], [-0.34, 4.05, 2.25], [-1.10, 4.62, 1.08], [-0.20, 5.02, 3.30], [-0.30, 2.19, 1.46], [-0.66, 5.51, 0.63], [-2.07, 4.72, 1.57], [-1.20, 3.96, 0.21], [-1.08, 5.66, 3.38], [-0.06, 4.68, 4.33], [0.67, 5.58, 2.97], [3.12, 3.31, 0.69], [3.13, 2.88, -0.39], [4.18, 3.80, 1.41], [4.23, 3.95, 2.92], [5.47, 4.15, 0.74], [2.17, 3.52, 1.22], [3.24, 3.78, 3.34], [4.54, 4.92, 3.32], [4.87, 3.12, 3.22], [5.79, 5.13, 1.09], [6.30, 3.52, 1.06], [5.30, 4.31, -0.33], [-0.49, -3.64, -3.10], [0.54, -3.34, -2.50], [-1.72, -3.41, -2.59], [-2.78, -3.67, -3.46], [-2.05, -3.10, -1.21], [-0.55, -3.97, -4.15], [-3.24, -4.57, -3.04], [-2.60, -3.89, -4.51], [-3.54, -2.91, -3.31], [-2.83, -3.60, -0.64], [-1.13, -3.24, -0.63], [-2.31, -2.04, -1.20], [-2.20, -1.15, 4.25], [-2.32, -1.55, 5.45], [-3.09, -1.35, 3.19], [-2.87, -1.05, 1.84], [-4.34, -2.18, 3.38], [-1.34, -0.57, 3.89], [-2.38, -1.87, 1.31], [-1.99, -0.43, 1.66], [-3.75, -0.61, 1.38], [-4.21, -3.17, 2.95], [-4.69, -2.36, 4.39], [-5.17, -1.71, 2.84], [-3.92, -0.80, -5.37], [-4.35, -1.65, -6.11], [-2.61, -0.50, -5.33], [-1.62, -1.24, -6.09], [-2.07, 0.59, -4.58], [-4.52, -0.24, -4.64], [-0.91, -0.57, -6.57], [-2.03, -1.90, -6.86], [-1.23, -1.84, -5.27], [-0.98, 0.63, -4.59], [-2.43, 1.50, -5.07], [-2.57, 0.49, -3.62], [2.01, -2.89, 0.74], [2.55, -2.77, -0.39], [2.75, -2.82, 1.85], [2.23, -3.22, 3.20], [4.19, -2.50, 1.61], [0.97, -3.22, 0.90], [2.69, -2.42, 3.78], [2.65, -4.16, 3.55], [1.15, -3.27, 3.28], [4.80, -3.40, 1.50], [4.48, -2.00, 0.68], [4.64, -1.84, 2.35]],
  "mulliken_spin": [6.27, 0.00, 0.03, 0.48, 0.00, 0.01, 0.03, 0.03, 0.00, 0.00, 0.00, 0.00, 0.00, 0.00, -0.01, 0.00, 0.00, 0.00, 0.00, 0.00, 0.00, 0.06, -0.08, -0.04, 0.00, 0.04, 0.03, 0.00, 0.00, 0.00, 0.00, -0.01, 0.01, 0.00, 0.01, 0.00, 0.00, 0.00, 0.00, 0.00, 0.00, 0.00, 0.00, 0.00, 0.00, 0.00, 0.00, 0.00, 0.00, 0.00, 0.00, 0.00, 0.00, 0.00, 0.00, 0.00, 0.00, 0.00, 0.00, 0.00, 0.00, 0.00, 0.00, 0.00, 0.00, 0.00, 0.00, 0.00, 0.00, 0.00, 0.79, 0.08, 0.02, 0.19, 0.04, 0.01, 0.00, 0.00, 0.00, -0.02, 0.01]
}